(1)
# C11H43F6NO11P

A 12-piece molecular cluster, C11H43F6NO11P overall (ωB97M-V/def2-TZVPD, OMol25).

Element x y z (Å)
P1 -0.9371 3.5440 2.8892
F1 -2.1323 4.2922 2.1248
F2 0.1924 4.4108 2.1186
F3 -1.0090 4.6974 4.0259
F4 0.3537 2.7184 3.6266
F5 -1.9732 2.5676 3.6604
F6 -0.7257 2.6307 1.5834
C1 -9.0021 7.6198 0.7276
C2 -7.5527 8.1290 0.8215
O1 -7.4877 9.3689 1.4853
H1 -8.9375 6.5326 0.6832
H2 -9.4822 8.0799 -0.1360
H3 -9.5781 7.8938 1.6115
H4 -7.0240 8.1433 -0.1315
H5 -7.0320 7.4634 1.5099
H6 -7.8731 10.0567 0.9374
O2 -1.8338 5.1570 9.8587
H7 -2.4951 5.1570 9.1666
H8 -2.1622 4.5315 10.5045
O3 -1.4951 -2.0474 7.0769
H9 -0.6692 -2.3971 6.7423
H10 -1.7387 -1.3662 6.4502
O4 -1.2140 7.8484 -0.6677
H11 -2.1634 7.7351 -0.6228
H12 -0.8672 7.2205 -0.0339
O5 3.3321 2.3117 -1.2977
H13 2.8028 2.9230 -0.7856
H14 2.7094 1.8970 -1.8947
O6 -6.4734 1.4173 2.3882
H15 -6.7291 1.5504 3.3009
H16 -5.5275 1.5638 2.3801
O7 4.7826 6.7467 3.0437
H17 4.0099 6.5633 2.5094
H18 4.9552 7.6779 2.9043
O8 -0.8522 5.0311 -3.6421
H19 -0.6453 5.6688 -2.9589
H20 -1.6358 4.5834 -3.3233
O9 3.1310 0.0149 8.0697
H21 2.2755 0.1974 7.6810
H22 3.5277 -0.6303 7.4845
O10 -5.2319 1.6489 -2.4712
H23 -5.3271 1.5703 -1.5220
H24 -6.0752 1.3621 -2.8216
C3 2.1939 -4.0734 -1.7832
C4 2.7773 -4.9849 -2.9178
C5 4.1707 -4.4153 -3.3839
C6 4.9694 -5.3058 -4.2964
C7 5.0985 -6.6518 -3.5799
C8 3.7838 -7.3539 -3.0847
N1 2.9460 -6.3966 -2.4672
O11 1.8056 -6.8766 -1.8784
C9 3.0715 -8.0180 -4.2973
C10 4.1315 -8.4920 -2.0952
C11 1.8131 -4.7396 -4.0844
H25 2.8963 -4.2061 -0.9604
H26 2.3473 -3.0320 -2.0663
H27 1.1638 -4.2798 -1.4925
H28 4.0095 -3.4932 -3.9421
H29 4.7642 -4.0108 -2.5639
H30 4.6034 -5.4710 -5.3097
H31 5.9354 -4.8661 -4.5446
H32 5.7193 -6.4019 -2.7195
H33 5.6866 -7.2911 -4.2383
H34 2.8750 -7.2683 -5.0637
H35 2.0515 -8.3256 -4.0670
H36 3.7032 -8.8247 -4.6694
H37 4.9497 -9.1659 -2.3493
H38 3.2878 -9.1708 -1.9711
H39 4.2868 -8.1185 -1.0831
H40 0.7831 -5.0697 -3.9493
H41 1.7516 -3.6816 -4.3393
H42 2.2651 -5.2654 -4.9254
H43 1.9700 -6.8347 -0.9335

Atoms 1-2, force components in eV/Å:
P 2.572 0.012 -0.280
F -0.644 0.149 -0.128

Values from the calculation:
- Multiplicity: 1
- Kohn-Sham gap: 8.789 eV
- Energy relative to the best compared isomer or geometry (same formula, charge and spin): 33.2 kcal per mole
- Charge: -1



(2)
# C5H12O2

A 3-piece molecular cluster, C5H12O2 overall (ωB97M-V/def2-TZVPD, OMol25).

Element x y z (Å)
C1 1.9343 1.4699 0.6564
C2 1.3289 0.3384 -0.2576
C3 1.4723 0.4634 -1.6558
C4 0.6885 -2.0243 -0.3210
C5 1.0992 -0.9725 0.4857
H1 1.5578 2.4073 0.2819
H2 3.0638 1.4437 0.4701
H3 1.8240 1.3163 1.7119
H4 1.9825 1.3221 -2.1788
H5 0.8413 -0.0664 -2.3393
H6 0.2008 -1.8196 -1.2296
H7 0.5968 -3.0675 -0.0307
H8 1.4411 -1.0597 1.6011
H9 -0.9699 -0.1264 0.8712
H10 -1.7058 1.1822 0.7018
O1 -1.5512 0.4739 1.3768
H11 -4.8645 -1.0904 -0.0737
H12 -4.0480 -0.0062 0.1874
O2 -4.8920 -0.1842 -0.2579

Atoms 1-2, force components in eV/Å:
C 1.535 -1.533 -2.272
C 1.334 -1.047 2.204

Values from the calculation:
- <S²>: 0.77
- Multiplicity: 2
- Kohn-Sham gap (alpha / beta): 3.978 / 6.438 eV
- Energy relative to the best compared isomer or geometry (same formula, charge and spin): 36.8 kcal per mole
- Charge: -1



(3)
# C16H14BF5HgN6

C16H14BF5HgN6 as an isolated structure (ωB97M-V/def2-TZVPD, OMol25).

Element x y z (Å)
H1 0.1477 2.8907 1.5606
N1 -0.0414 1.7772 -0.2751
B1 0.7825 0.7012 -2.5076
N2 0.5583 1.8964 -1.5143
C1 1.1225 3.1078 -1.5767
Hg1 -1.1939 -0.7773 0.2670
H2 1.5467 3.4034 -2.5286
C2 0.9510 3.7535 -0.3540
H3 1.2120 4.7834 -0.1805
C3 0.3215 2.8406 0.4903
H4 1.2784 1.0463 -3.5343
C4 -1.1150 -2.9034 0.4601
H5 -1.2101 -3.1156 1.5317
H6 -0.0592 -3.0237 0.1600
H7 -1.7811 -3.3316 -0.3043
N3 -0.6174 0.0710 -2.7497
N4 1.7221 -0.3972 -1.9076
N5 -1.4739 -0.3563 -1.7184
N6 1.3343 -0.9853 -0.7386
C5 -1.2674 -0.0065 -3.9232
C6 2.9283 -0.8837 -2.3153
H8 -0.8212 0.3916 -4.8273
H9 3.3914 -0.5354 -3.2347
C7 -2.5219 -0.5553 -3.6927
C8 3.3473 -1.8207 -1.3664
C9 -2.5968 -0.8247 -2.3276
C10 2.3145 -1.8424 -0.3982
H10 -3.2905 -0.7156 -4.4232
H11 4.2755 -2.3699 -1.3499
H12 -3.3944 -1.2813 -1.7557
H13 2.2911 -2.4409 0.5062
H14 -0.9428 1.3142 -0.1798
F1 0.9705 -1.6402 2.4174
C11 0.0705 -0.8562 3.0957
C12 -0.9563 -0.2247 2.4069
C13 -1.6515 0.7274 3.1459
F2 -2.5586 1.5459 2.5432
C14 -1.4500 0.9053 4.5299
F3 -2.1907 1.7934 5.2294
C15 -0.5380 0.0952 5.2137
F4 -0.3553 0.1918 6.5552
C16 0.2763 -0.7724 4.4824
F5 1.1848 -1.5758 5.0882

Atoms 1-2, force components in eV/Å:
H -0.539 -0.010 -0.377
N 2.118 1.462 -0.297

Values from the calculation:
- Multiplicity: 1
- Kohn-Sham gap: 6.518 eV
- Energy relative to the best compared isomer or geometry (same formula, charge and spin): 64.3 kcal per mole
- Charge: 0



(4)
# C5H7NO

One molecule with the formula C5H7NO (ωB97M-V/def2-TZVPD, OMol25).

Element x y z (Å)
N1 0.5281 -1.5126 0.6604
C1 -0.6055 -1.2458 -0.0821
O1 -1.5149 -0.4072 0.5745
C2 -1.1463 0.4881 -0.5087
C3 0.1440 1.1345 0.0789
C4 1.0970 -0.0427 0.5870
C5 -0.6289 -0.6888 -1.3109
H1 0.2448 -1.8090 1.6014
H2 -1.9519 1.1534 -0.8326
H3 -0.1149 1.8425 0.8792
H4 0.6436 1.7383 -0.6985
H5 1.4817 0.1893 1.5775
H6 1.9089 -0.1374 -0.1363
H7 0.1637 -0.7167 -2.0500

Atoms 1-2, force components in eV/Å:
N -0.151 0.455 -0.065
C -0.017 -0.122 -0.254

Values from the calculation:
- Multiplicity: 1
- Kohn-Sham gap: 9.643 eV
- Energy relative to the best compared isomer or geometry (same formula, charge and spin): 96.0 kcal per mole
- Charge: 0



(5)
# C26H46Cl2N6

A 7-piece molecular cluster, C26H46Cl2N6 overall (ωB97M-V/def2-TZVPD, OMol25).

Element x y z (Å)
Cl1 -2.1451 -1.8895 5.5929
C1 -0.9449 -3.1333 5.1738
C2 -0.5677 -2.7525 3.6923
Cl2 -1.9981 -3.2971 2.7558
H1 -1.4081 -4.0937 5.4002
H2 -0.1805 -2.9721 5.9339
H3 0.3374 -3.1784 3.2592
H4 -0.2861 -1.7171 3.5003
C3 -4.7868 -0.4189 1.1926
C4 -5.4340 0.4113 2.3680
C5 -4.7360 0.2546 3.6906
C6 -3.3181 0.6451 3.7506
N1 -2.1643 0.9562 3.7938
H5 -3.7877 -0.1711 0.8343
H6 -5.4854 -0.3086 0.3632
H7 -4.8963 -1.4635 1.4841
H8 -6.5031 0.2772 2.5330
H9 -5.2933 1.4043 1.9411
H10 -4.8681 -0.7876 3.9811
H11 -5.3235 0.8402 4.3978
C7 0.2361 -2.8164 -0.2049
C8 -1.1117 -2.0212 -0.3633
C9 -1.0435 -0.6831 0.3563
C10 0.1758 0.0468 0.0133
N2 1.1529 0.6402 -0.0566
H12 1.0774 -2.2390 -0.5881
H13 0.3220 -3.7599 -0.7440
H14 0.3134 -3.1190 0.8394
H15 -2.0045 -2.5370 -0.0098
H16 -1.2449 -1.9135 -1.4397
H17 -1.2153 -0.7474 1.4308
H18 -1.8709 -0.0717 -0.0038
C11 2.0128 1.7311 4.3447
C12 2.9509 2.0807 3.1660
C13 3.8729 0.9623 2.7713
C14 3.0867 -0.3774 2.6499
N3 2.4543 -1.3170 2.5641
H19 1.4970 0.8033 4.0972
H20 1.3702 2.5643 4.6290
H21 2.7586 1.5209 5.1114
H22 3.3438 3.0973 3.1785
H23 2.2540 2.0888 2.3279
H24 4.6502 1.0130 3.5339
H25 4.2623 1.1694 1.7745
C15 4.3275 -2.4566 -0.3357
C16 3.4413 -3.6826 -0.9110
C17 4.2425 -4.7584 -1.7317
C18 4.8809 -4.1055 -2.9452
N4 5.3395 -3.6274 -3.8986
H26 5.1754 -2.8028 0.2553
H27 3.6686 -1.9077 0.3370
H28 4.6925 -1.8642 -1.1747
H29 2.8495 -3.3513 -1.7643
H30 2.8554 -3.9039 -0.0189
H31 3.6040 -5.5249 -2.1707
H32 5.0903 -5.1360 -1.1601
C19 0.7548 4.3797 -3.5682
C20 1.1803 2.9062 -3.1366
C21 2.6012 2.9445 -2.4299
C22 2.7048 3.3282 -1.0506
N5 2.8210 3.7016 0.0804
H33 -0.1353 4.2130 -4.1748
H34 1.6401 4.7501 -4.0850
H35 0.4802 5.0204 -2.7303
H36 1.3811 2.3122 -4.0282
H37 0.5957 2.3473 -2.4059
H38 3.1068 3.6743 -3.0623
H39 3.0341 1.9444 -2.4512
C23 -2.8908 3.4812 -3.9500
C24 -3.6890 2.5916 -4.9004
C25 -2.7894 1.4667 -5.5330
C26 -2.3805 0.4788 -4.5714
N6 -2.0811 -0.3806 -3.8158
H40 -1.9704 3.8922 -4.3647
H41 -2.6258 2.9389 -3.0424
H42 -3.6402 4.2470 -3.7495
H43 -3.9453 3.2869 -5.6997
H44 -4.5004 2.0186 -4.4517
H45 -1.9647 1.9188 -6.0839
H46 -3.3655 0.9387 -6.2929

Atoms 1-2, force components in eV/Å:
Cl -0.315 -0.048 -0.110
C 0.826 1.382 -0.550

Values from the calculation:
- <S²>: 0.75
- Multiplicity: 2
- Kohn-Sham gap (alpha / beta): 9.287 / 2.035 eV
- Charge: +1



(6)
# C28H36F6N8OSbV

C28H36F6N8OSbV as an isolated structure (ωB97M-V/def2-TZVPD, OMol25).

Element x y z (Å)
V1 -0.0766 -0.3130 0.0385
C1 1.5560 -2.8955 -0.2437
N1 1.8923 -1.4391 -0.1463
C2 2.4223 -1.0130 -1.4726
C3 1.3333 -1.1350 -2.5012
C4 1.6056 -1.3388 -3.8409
C5 0.5503 -1.4981 -4.7229
C6 -0.7464 -1.4954 -4.2293
C7 -0.9372 -1.2846 -2.8804
N2 0.0776 -1.0754 -2.0332
C8 2.9998 -1.3178 0.8517
C9 3.6488 0.0388 0.9832
C10 5.0316 0.1255 0.9648
C11 5.6298 1.3638 1.1558
C12 4.8221 2.4689 1.3462
C13 3.4480 2.2888 1.3371
N3 2.8629 1.1024 1.1659
C14 0.1536 -3.3093 0.1203
C15 -0.1064 -4.6539 0.3391
C16 -1.4123 -5.0760 0.5142
C17 -2.4272 -4.1331 0.4585
C18 -2.0889 -2.8091 0.2708
N4 -0.8227 -2.3885 0.1231
H1 2.2638 -3.4800 0.3456
H2 1.6992 -3.2159 -1.2782
H3 3.2724 -1.6445 -1.7514
H4 2.7773 0.0121 -1.4067
H5 2.6314 -1.3666 -4.1826
H6 0.7373 -1.6431 -5.7782
H7 -1.5971 -1.6478 -4.8774
H8 -1.9316 -1.2743 -2.4540
H9 3.7808 -2.0264 0.5599
H10 2.6233 -1.6510 1.8215
H11 5.6343 -0.7585 0.8030
H12 6.7072 1.4590 1.1511
H13 5.2384 3.4551 1.4939
H14 2.7892 3.1393 1.4680
H15 0.7117 -5.3622 0.3491
H16 -1.6347 -6.1215 0.6794
H17 -3.4657 -4.4116 0.5655
H18 -2.8586 -2.0538 0.2256
N5 0.0212 -0.9644 2.1737
C19 0.7744 -0.3642 3.3286
C20 -0.0576 0.5951 4.1629
C21 -0.1751 2.0065 3.6075
C22 -0.9001 2.1149 2.2800
N6 -0.1128 1.6033 1.1245
H19 -0.9347 -1.1177 2.4948
H20 0.3774 -1.9095 2.0694
H21 1.6579 0.1348 2.9352
H22 1.1034 -1.1882 3.9640
H23 0.4031 0.6462 5.1505
H24 -1.0553 0.1691 4.3272
H25 0.8210 2.4522 3.5145
H26 -0.7138 2.6211 4.3301
H27 -1.1297 3.1634 2.0858
H28 -1.8569 1.5944 2.3325
H29 0.8925 1.6793 1.3092
H30 -0.2876 2.2396 0.3495
F1 0.7939 1.1404 -1.1182
Sb1 1.0801 2.7421 -2.3664
F2 2.5664 1.7546 -2.9414
F3 -0.0224 1.7442 -3.5227
F4 1.2607 4.1768 -3.5135
F5 -0.4830 3.3519 -1.4873
F6 2.0905 3.4677 -0.9704
N7 -6.2977 2.9647 -1.7720
C23 -5.9064 2.4066 -0.6105
O1 -6.5467 2.4441 0.4160
C24 -4.5615 1.6985 -0.5992
C25 -4.2874 0.9223 0.5230
C26 -3.0668 0.3000 0.6214
N8 -2.1111 0.3880 -0.3230
C27 -2.3816 1.1328 -1.4035
C28 -3.5834 1.8007 -1.5738
H31 -7.1908 3.4313 -1.7894
H32 -5.8026 2.8545 -2.6369
H33 -5.0292 0.8450 1.3060
H34 -2.8317 -0.2892 1.4996
H35 -1.6086 1.2145 -2.1528
H36 -3.7024 2.4119 -2.4578

Atoms 1-2, force components in eV/Å:
V -0.087 -0.111 -0.108
C -0.007 -0.013 0.022

Values from the calculation:
- <S²>: 2.02
- Multiplicity: 3
- Kohn-Sham gap (alpha / beta): 8.889 / 9.074 eV
- Energy relative to the best compared isomer or geometry (same formula, charge and spin): 15.2 kcal per mole
- Charge: +2



(7)
# C11H14OS

A 2-piece molecular cluster, C11H14OS overall (ωB97M-V/def2-TZVPD, OMol25).

Element x y z (Å)
C1 0.2172 3.8027 1.6713
C2 0.4369 3.6059 0.2880
C3 0.4991 2.8330 2.6319
C4 1.0853 2.4379 -0.1104
C5 1.0437 1.6868 2.1417
C6 1.4220 1.4817 0.8154
C7 -1.3803 -1.2606 -0.0562
C8 -0.4886 -2.2462 -0.9025
C9 -0.4610 -0.7920 -1.1252
C10 -1.3035 -2.9320 -2.0005
C11 0.6052 -3.1076 -0.3399
O1 -0.3574 0.1505 -2.0336
S1 2.0622 -0.1649 0.4555
H1 -0.2240 4.7675 2.1449
H2 0.1453 4.3633 -0.3738
H3 0.4874 3.0664 3.6617
H4 1.4606 2.5282 -1.1410
H5 1.2943 0.8318 2.7550
H6 -2.3775 -1.3591 -0.5142
H7 -1.2819 -1.0512 0.9512
H8 -2.3230 -2.7730 -1.7740
H9 -1.2582 -4.0804 -2.0120
H10 -0.9624 -2.6938 -2.9694
H11 1.4401 -3.1791 -1.0797
H12 0.1295 -4.1644 -0.1909
H13 0.6964 -2.7372 0.7130
H14 -0.6075 0.9857 -1.6064

Atoms 1-2, force components in eV/Å:
C -1.374 2.080 0.782
C 0.036 -0.743 3.043

Values from the calculation:
- Multiplicity: 1
- Kohn-Sham gap (alpha / beta): 5.919 / 7.015 eV
- Energy relative to the best compared isomer or geometry (same formula, charge and spin): 102.3 kcal per mole
- Charge: 0



(8)
# C26H40AgAsN6O3SSi2

C26H40AgAsN6O3SSi2 as an isolated structure (ωB97M-V/def2-TZVPD, OMol25).

Element x y z (Å)
Ag1 -0.6588 -0.1162 -1.8019
N1 -2.2804 4.2632 -1.4812
C1 -1.9489 2.9189 -1.3738
S1 -1.1800 2.2236 -2.7278
N2 -2.3284 2.3956 -0.2236
N3 -2.0657 1.0761 -0.1174
C2 -2.2740 0.5073 1.0143
C3 -2.8006 1.1989 2.2209
C4 -3.9925 1.9181 2.1885
C5 -4.4649 2.5428 3.3326
C6 -3.7486 2.4700 4.5188
C7 -2.5527 1.7657 4.5575
C8 -2.0860 1.1301 3.4175
C9 -1.9383 -0.9331 1.1259
C10 -2.5196 -1.7377 2.1093
C11 -2.1583 -3.0714 2.1731
C12 -1.2394 -3.5747 1.2645
C13 -0.7249 -2.7116 0.3070
N4 -1.0629 -1.4328 0.2512
H1 -1.7049 4.7637 -2.1350
H2 -2.4006 4.7023 -0.5792
H3 -4.5282 1.9990 1.2537
H4 -5.3952 3.0987 3.2964
H5 -4.1204 2.9663 5.4082
H6 -1.9742 1.7159 5.4723
H7 -1.1561 0.5763 3.4433
H8 -3.2306 -1.3219 2.8100
H9 -2.5934 -3.7120 2.9320
H10 -0.9220 -4.6093 1.2901
H11 -0.0057 -3.0351 -0.4407
C14 -3.5201 -3.8286 -4.8806
N5 -2.2107 -3.5401 -4.3472
C15 -1.0947 -4.1980 -4.7750
C16 0.1165 -3.9075 -4.2810
C17 0.2340 -2.8597 -3.2566
O1 1.3286 -2.6202 -2.7273
N6 -0.8938 -2.1853 -2.9143
C18 -2.1109 -2.4875 -3.3990
O2 -3.1612 -1.9325 -3.0766
H12 -3.4580 -4.7164 -5.5113
H13 -3.8997 -2.9904 -5.4696
H14 -4.2286 -4.0035 -4.0708
H15 -1.2600 -4.9622 -5.5261
H16 1.0069 -4.4234 -4.6071
C19 2.7418 1.6844 -3.4883
C20 2.2919 0.7802 -4.6193
O3 1.4162 -0.2460 -4.2103
H17 3.3558 2.5057 -3.8742
H18 3.3219 1.1377 -2.7433
H19 1.8697 2.1010 -2.9833
H20 3.1651 0.3586 -5.1461
H21 1.7292 1.3645 -5.3544
H22 1.7983 -0.8004 -3.5125
C21 4.2777 -0.4967 2.9706
Si1 2.7666 -0.9669 1.9065
C22 3.0961 -2.7471 1.3312
C23 1.3409 -1.1222 3.1633
As1 2.3547 0.3202 0.0560
Si2 2.4033 2.3765 1.0933
C24 4.1531 3.1068 1.3180
C25 1.4512 3.6406 0.0536
C26 1.6231 2.5271 2.8240
H23 4.4137 -1.2169 3.7859
H24 4.1785 0.5005 3.4079
H25 5.1745 -0.4996 2.3468
H26 3.3557 -3.3911 2.1803
H27 3.9127 -2.7754 0.6080
H28 2.2116 -3.1628 0.8442
H29 1.6049 -1.8275 3.9625
H30 0.4430 -1.4948 2.6637
H31 1.1051 -0.1618 3.6251
H32 4.6574 3.1505 0.3499
H33 4.7564 2.4738 1.9728
H34 4.1175 4.1171 1.7429
H35 1.8062 3.6879 -0.9777
H36 1.5540 4.6377 0.5006
H37 0.3922 3.3813 0.0214
H38 2.1110 1.9059 3.5803
H39 0.5651 2.2577 2.7849
H40 1.6913 3.5720 3.1517

Atoms 1-2, force components in eV/Å:
Ag 0.158 0.004 -0.183
N -0.032 -0.070 0.171

Values from the calculation:
- Multiplicity: 1
- Kohn-Sham gap: 5.002 eV
- Energy relative to the best compared isomer or geometry (same formula, charge and spin): 29.1 kcal per mole
- Charge: -2



Number 1: energy -61716.8250 eV, maximum force 0.0686 hartree/bohr. Number 2: energy -9471.9646 eV, maximum force 0.0611 hartree/bohr. Number 3: energy -44194.8909 eV, maximum force 0.0804 hartree/bohr. Number 4: energy -8832.0395 eV, maximum force 0.0137 hartree/bohr. Number 5: energy -61679.1985 eV, maximum force 0.1168 hartree/bohr. Number 6: energy -92113.8315 eV, maximum force 0.0037 hartree/bohr. Number 7: energy -24511.7747 eV, maximum force 0.0703 hartree/bohr. Number 8: energy -134127.1318 eV, maximum force 0.0074 hartree/bohr.